# C4H12NO2

A 3-piece molecular cluster, C4H12NO2 overall in a non-equilibrium geometry (ωB97M-V/def2-TZVPD, the Open Molecules 2025 dataset).

Each line ends with the Mulliken charge.
CARTESIAN COORDINATES (ANGSTROEM)
C -2.2025 1.3227 2.0252  -1.0310
C -1.2948 0.9101 0.9544  0.0911
C -1.7425 0.3168 -0.2145  0.1440
N -0.9831 -0.2796 -1.2207  0.2534
C -1.5507 -0.9477 -2.1814  0.0323
H -1.7387 2.2222 2.4593  0.3681
H -2.2511 0.6617 2.8957  0.3896
H -3.2321 1.4686 1.6235  0.3915
H -0.2018 1.0588 0.9824  0.3989
H -2.8035 0.0761 -0.2916  0.3380
H 0.0515 -0.3369 -1.0687  0.0893
H -1.0150 -1.8244 -2.5604  0.2955
H -2.5963 -0.7920 -2.4572  0.3113
H 5.4248 -0.0527 0.2673  0.3279
H 5.0006 -1.5322 0.7591  0.3224
O 4.7167 -0.6553 0.5007  -0.6409
H 1.9289 -1.1500 -1.2692  0.3149
H 2.6670 -0.1821 -0.3632  0.3301
O 1.8226 -0.2841 -0.8410  -0.7264

Calculated values
Strongest force on any atom ... 0.04494 hartree/bohr
Net charge ... +2
HOMO (alpha / beta) ... -0.6247 / -0.6247 Eh
2S+1 ... 2
LUMO (alpha / beta) ... -11.0 / -13.4 eV
Calculated total energy ... -9906.3307 eV
Orbital gap (alpha / beta) ... 0.2211 / 0.1325 Ha